(1)
A structure of composition C36H30Cl8N9O4ReSi, computed with ωB97M-V/def2-TZVPD.

Properties
charge: +1
2S+1: 4
M: 1150.6 g/mol
ΔE to the lowest compared entry with this formula, charge and spin: 84.6 kJ/mol
HOMO (spin up / spin down): -9.852 / -9.816 eV
LUMO level (spin up / spin down): -0.1147 / -0.1590 Ha
calculated total energy: -6232.96009 Ha

Positions of all 89 atoms, in Å:
Re1 1.11255 -0.48444 -1.23949
N1 -2.43468 0.39043 -1.07748
C1 -2.30198 -0.93416 -1.26256
N2 -3.41366 -1.61680 -1.49067
C2 -3.29020 -2.93800 -1.57531
N3 -4.36934 -3.65908 -1.88361
N4 -2.14269 -3.60955 -1.34519
C3 -1.09549 -2.85174 -1.10995
N5 -1.08137 -1.51925 -1.09506
C4 0.17828 -3.55820 -0.83523
C5 0.15092 -4.91193 -0.53280
C6 1.34310 -5.56903 -0.28018
C7 2.52128 -4.84952 -0.37016
C8 2.46364 -3.50426 -0.68170
N6 1.31696 -2.85389 -0.89151
H1 -3.31274 0.75134 -1.41678
H2 -1.62366 0.94802 -1.29925
H3 -5.23377 -3.18949 -2.08603
H4 -4.26670 -4.64431 -2.04608
H5 -0.80037 -5.41905 -0.50808
H6 1.35157 -6.62060 -0.02814
H7 3.48123 -5.31379 -0.19355
H8 3.37064 -2.92775 -0.77231
Cl1 0.96268 -1.07596 -8.73912
C9 0.44851 -0.81654 -7.12254
C10 1.28012 -1.14535 -6.06056
Cl2 2.85121 -1.78331 -6.33556
C11 0.83036 -0.93078 -4.76938
Cl3 1.80553 -1.28899 -3.38982
C12 -0.41718 -0.36902 -4.44565
O1 -0.74374 -0.20028 -3.23769
C13 -1.23303 -0.02405 -5.55834
Cl4 -2.75763 0.68072 -5.20657
C14 -0.80825 -0.23924 -6.85760
Cl5 -1.82165 0.20373 -8.16736
C15 -1.34103 1.37859 6.33916
O2 -0.77260 1.41265 5.03915
C16 -0.08004 2.52175 4.68074
C17 0.06954 3.66073 5.45584
C18 0.81867 4.72977 4.98250
C19 1.43922 4.65961 3.74747
C20 1.30485 3.51841 2.97068
C21 0.53163 2.45681 3.42070
N7 0.40553 1.23163 2.72369
C22 0.40169 1.05019 1.39050
N8 0.08849 2.13468 0.67655
C23 0.25369 2.43945 -0.67524
C24 0.86525 1.59917 -1.60246
C25 1.11422 2.13182 -2.87568
C26 0.68104 3.38744 -3.23263
C27 -0.01937 4.17736 -2.32419
C28 -0.22591 3.71189 -1.04433
O3 -0.82259 4.42618 -0.04119
C29 -1.98389 5.18450 -0.36878
N9 0.70932 -0.12453 0.82759
C30 0.93890 -1.23254 1.71860
C31 2.23176 -1.72704 1.86772
C32 2.50054 -2.81891 2.67285
C33 1.46876 -3.46675 3.33200
C34 0.18300 -2.96598 3.23201
C35 -0.08620 -1.83505 2.47175
O4 -1.30773 -1.24151 2.63698
C36 -2.41737 -1.64440 1.83826
H9 -1.82610 0.41079 6.42665
H10 -2.08470 2.16800 6.46607
H11 -0.57200 1.47064 7.10922
H12 -0.38968 3.72243 6.43231
H13 0.92400 5.61473 5.59501
H14 2.04640 5.48116 3.39346
H15 1.82753 3.43743 2.02636
H16 0.20176 0.44236 3.31620
H17 -0.25716 2.92368 1.21079
H18 1.64270 1.53916 -3.61102
H19 0.87527 3.76592 -4.22707
H20 -0.37271 5.15384 -2.62420
H21 -1.84214 5.80327 -1.25312
H22 -2.17297 5.83070 0.48391
H23 -2.83754 4.52033 -0.52339
H24 3.04725 -1.22313 1.36666
H25 3.52355 -3.15036 2.79626
H26 1.66674 -4.32902 3.95449
H27 -0.63443 -3.41346 3.78333
H28 -3.30570 -1.55090 2.45963
H29 -2.31957 -2.68265 1.50940
H30 -2.51815 -0.98657 0.97849
Cl6 4.19655 1.59183 -2.30193
Si1 3.42589 0.32324 -0.88952
Cl7 4.90399 -1.12375 -0.71466
Cl8 3.58138 1.37857 0.88775

Atoms 1-2, force components in eV/Å:
-2.085 0.500 1.076
0.224 -0.027 -0.050

=====

(2)
A cluster of 8 separate species, C26H74N6O12 in total, computed with ωB97M-V/def2-TZVPD.

Properties
charge: +4
M: 662.9 g/mol
ΔE to the lowest compared entry with this formula, charge and spin: 73.5 kJ/mol
HOMO: -17.610 eV
LUMO level: -0.2767 Ha
calculated total energy: -2265.14734 Ha

Positions of all 118 atoms, in Å:
C1 1.22747 3.18505 3.14676
C2 1.78645 1.74986 2.81137
C3 3.31251 1.83781 2.83116
O1 3.95160 0.71832 2.30343
C4 5.30665 1.00306 2.17119
N1 1.19941 0.86980 3.82322
H1 0.22849 1.07830 4.01404
H2 1.21032 -0.14874 3.52625
H3 1.68805 0.81121 4.69495
H4 1.30840 3.80386 2.22883
H5 1.84162 3.70472 3.85210
H6 0.17990 3.25773 3.41951
H7 1.37694 1.46643 1.87693
H8 3.70043 2.06960 3.84587
H9 3.50660 2.70275 2.14557
H10 5.39510 2.06352 1.94729
H11 5.78246 0.41324 1.40666
H12 5.96485 0.87886 3.03605
C5 -6.69370 -2.35896 -1.44839
C6 -5.28933 -1.79963 -1.41121
C7 -4.51677 -2.17675 -2.70446
O2 -3.19493 -1.70772 -2.70374
C8 -2.49588 -2.43117 -1.62522
N2 -5.39437 -0.32033 -1.34173
H13 -5.78295 0.03672 -0.49103
H14 -4.46972 0.11405 -1.75848
H15 -6.09735 -0.15565 -2.06134
H16 -7.05408 -2.24174 -2.45320
H17 -7.45147 -1.86783 -0.83603
H18 -6.58812 -3.41760 -1.17053
H19 -4.83644 -2.15311 -0.50362
H20 -4.97568 -1.54289 -3.41079
H21 -4.60279 -3.22133 -2.96835
H22 -2.66311 -2.00476 -0.63468
H23 -1.42764 -2.24271 -1.88818
H24 -2.78666 -3.48517 -1.62407
C9 -0.96963 -2.79506 6.66590
C10 -1.30685 -3.99006 5.85432
C11 -2.75976 -4.46914 5.99912
O3 -3.50586 -3.64407 5.19071
C12 -4.87190 -3.95310 4.92987
N3 -1.16953 -3.66633 4.37097
H25 -1.17595 -4.44752 3.68380
H26 -1.98231 -3.06825 4.15652
H27 -0.34450 -3.19369 4.13059
H28 0.10332 -2.65451 6.51490
H29 -1.17364 -3.05499 7.70757
H30 -1.59671 -1.96772 6.35520
H31 -0.64147 -4.86147 6.02827
H32 -3.08443 -4.41190 7.10668
H33 -2.87837 -5.51365 5.66568
H34 -4.96321 -4.87873 4.34758
H35 -5.44615 -3.20327 4.40285
H36 -5.27323 -4.23827 5.88650
C13 2.63173 -4.21952 0.83868
C14 3.38638 -2.87850 0.56389
C15 2.74394 -1.91694 -0.44111
O4 3.65357 -1.00850 -0.97581
C16 4.60005 -1.58518 -1.89059
N4 3.51663 -2.22696 1.92323
H37 4.04210 -2.83133 2.56126
H38 3.96885 -1.30611 2.01423
H39 2.58184 -1.98355 2.34428
H40 3.18255 -4.87834 1.48916
H41 2.58207 -4.67207 -0.13044
H42 1.64141 -3.99291 1.30825
H43 4.39294 -3.14385 0.18692
H44 2.04099 -1.35324 0.17181
H45 2.12488 -2.46153 -1.16880
H46 4.11548 -2.04897 -2.75074
H47 5.11208 -2.44558 -1.44589
H48 5.26190 -0.79165 -2.28845
C17 -0.57404 8.40391 -2.95422
C18 0.18656 7.66482 -1.91083
C19 1.14646 6.64840 -2.52400
O5 1.95252 6.23636 -1.41832
C20 2.82303 5.04283 -1.63792
N5 1.07852 8.66427 -1.15925
H49 0.51595 9.34264 -0.65852
H50 1.76136 8.16718 -0.53079
H51 1.55417 9.25879 -1.82921
H52 -0.04023 8.96810 -3.68111
H53 -1.32450 9.04291 -2.50807
H54 -1.13080 7.58860 -3.42367
H55 -0.37256 7.15485 -1.13863
H56 1.76790 7.14028 -3.34205
H57 0.70886 5.73758 -2.94526
H58 2.25448 4.28593 -2.20089
H59 3.24605 4.78919 -0.67887
H60 3.64512 5.31551 -2.24967
C21 0.64800 1.23959 -5.74079
C22 0.51418 -0.21059 -5.39855
C23 1.50905 -0.69853 -4.33551
O6 1.04731 -1.77507 -3.53818
C24 1.20800 -3.10987 -4.14806
N6 -0.92476 -0.34315 -4.85427
H61 -1.33966 0.39279 -4.22714
H62 -1.64216 -0.41666 -5.58595
H63 -0.95568 -1.15671 -4.23462
H64 1.47551 1.45710 -6.39224
H65 0.83421 1.75669 -4.80114
H66 -0.30605 1.59056 -6.13451
H67 0.50880 -0.89645 -6.30389
H68 1.67586 0.07053 -3.55970
H69 2.46384 -0.93372 -4.82183
H70 2.24184 -3.46567 -4.07491
H71 0.98603 -3.11822 -5.21528
H72 0.63958 -3.89336 -3.61769
O7 -1.30239 1.83160 -2.15308
C25 -2.30363 0.93499 -1.50292
O8 -3.42427 1.12519 -2.08979
O9 -1.86283 0.19964 -0.59602
H73 -1.78864 2.41937 -2.72915
O10 -0.04750 -0.52380 1.56691
C26 0.13037 -1.81119 2.13869
O11 -0.72107 -2.67739 1.90892
O12 1.02911 -1.78464 3.07171
H74 -0.67745 -0.38751 0.80723

Atoms 1-2, force components in eV/Å:
0.706 0.111 -1.978
-0.255 2.645 1.356

=====

(3)
A cluster of 4 separate species, C2H13NO3 in total, computed with ωB97M-V/def2-TZVPD.

Properties
charge: -1
2S+1: 2
M: 99.1 g/mol
ΔE to the lowest compared entry with this formula, charge and spin: 50.4 kJ/mol
HOMO (spin up / spin down): 0.966 / -6.116 eV
LUMO level (spin up / spin down): 0.1342 / 0.1307 Ha
calculated total energy: -364.40837 Ha

Positions of all 19 atoms, in Å:
C1 1.21515 1.10776 2.17236
C2 0.52917 0.07107 1.29934
N1 -0.69481 0.59080 0.68318
H1 0.51041 1.58928 2.85926
H2 2.02315 0.71860 2.78509
H3 1.65277 1.94073 1.60470
H4 1.15564 -0.41560 0.54934
H5 0.22699 -0.80762 1.87741
H6 -1.31038 0.93088 1.40584
H7 -0.56261 1.31189 -0.00027
H8 -3.21497 0.28657 -2.66868
H9 -2.69234 -0.38910 -1.47388
O1 -3.03945 -0.60715 -2.35246
H10 -0.43850 -0.26368 -2.97386
H11 0.01028 0.65186 -1.82249
O2 -0.59010 0.59019 -2.57215
H12 1.30946 -3.10306 -0.55026
H13 2.23882 -1.97611 -0.06397
O3 1.67133 -2.22733 -0.75847

Atoms 1-2, force components in eV/Å:
0.343 0.501 0.049
-0.415 -0.150 0.076

=====

(4)
A structure of composition C2H3Br2NO4S2, computed with ωB97M-V/def2-TZVPD.

Properties
charge: -2
M: 329.0 g/mol
ΔE to the lowest compared entry with this formula, charge and spin: 0.0 kJ/mol
HOMO: -0.782 eV
LUMO level: 0.1843 Ha
calculated total energy: -6378.04346 Ha

Positions of all 14 atoms, in Å:
C1 1.56554 -1.06407 -0.51263
C2 -1.40221 -0.77594 0.55130
N1 0.11730 1.23146 -0.73121
O1 2.56467 1.64975 -0.28504
O2 1.11391 0.78500 1.51414
O3 -2.14355 1.70721 0.47916
O4 -2.14753 0.55213 -1.58908
S1 1.38311 0.76437 0.10965
S2 -1.34456 0.84771 -0.37299
Br1 3.46318 -1.18626 0.12480
Br2 -3.02909 -1.61669 0.24830
H1 1.86643 -0.88774 -1.50547
H2 -0.70884 -1.42684 0.26226
H3 -1.29836 -0.58009 1.70682

Atoms 1-2, force components in eV/Å:
0.063 2.029 2.319
-1.061 3.827 3.590

=====

(5)
A cluster of 3 separate species, C3H8O3 in total, computed with ωB97M-V/def2-TZVPD.

Properties
M: 92.1 g/mol
ΔE to the lowest compared entry with this formula, charge and spin: 925.3 kJ/mol
HOMO: -8.580 eV
LUMO level: -0.1735 Ha
calculated total energy: -344.49592 Ha

Positions of all 14 atoms, in Å:
O1 -2.37696 0.34670 1.25003
C1 -2.51141 -0.05303 0.04606
C2 -1.46184 -0.03981 -0.94392
C3 -0.09561 0.37730 -0.60149
O2 0.78925 -0.72178 -0.89810
H1 -3.49066 0.15614 -0.37156
H2 -1.67271 0.10166 -2.04733
H3 1.96164 -1.77375 1.15963
H4 -0.01938 0.62735 0.49510
H5 0.42443 1.23971 -0.97385
H6 1.69123 -0.41529 -0.49797
H7 3.05673 1.09559 1.19604
H8 1.33751 -1.51357 1.44972
O3 2.36777 0.57277 0.73765

Atoms 1-2, force components in eV/Å:
0.523 -2.113 -3.444
-0.435 3.652 3.001

=====

- Which value of calculated total energy does entry 3 give?
  -364.40837 Ha